No. 1
{"formula": "C29H31N2O4", "method": "wB97M-V/def2-TZVPD", "charge": 1, "homo_ev": -10.12, "max_force_ha_per_bohr": 0.0299, "multiplicity": 1, "homo_lumo_gap_ev": 5.34, "e_tot_ev": -41736.5286, "symbols": ["C", "H", "C", "C", "N", "C", "C", "C", "O", "C", "H", "H", "H", "H", "H", "H", "C", "H", "C", "N", "H", "C", "C", "C", "C", "C", "C", "C", "C", "O", "H", "C", "H", "C", "C", "H", "O", "C", "H", "H", "H", "H", "H", "H", "C", "H", "C", "H", "H", "C", "H", "H", "H", "C", "H", "H", "H", "C", "C", "H", "H", "O", "H", "C", "H", "C"], "coordinates": [[-2.590, -6.751, 2.773], [3.626, -1.994, 2.791], [3.624, -0.902, 2.788], [-0.243, -6.139, 2.630], [-1.283, -4.210, 6.299], [4.811, -0.208, 2.765], [4.794, 1.215, 2.761], [2.378, 1.198, 2.794], [-3.733, -6.706, 3.503], [-2.536, -7.273, 1.466], [-1.393, -2.055, 3.025], [-5.609, 3.717, 3.678], [2.826, -5.235, 3.208], [-5.991, -0.670, 2.792], [-5.719, -7.074, 3.588], [-7.163, 3.659, 2.777], [-0.186, -6.689, 1.334], [5.777, -0.714, 2.754], [-5.019, -0.175, 2.801], [-1.522, -5.585, 4.649], [1.176, -2.054, 2.944], [-3.840, -0.884, 2.843], [-1.982, -5.313, 6.795], [-1.447, -6.168, 3.348], [-1.006, -4.337, 4.963], [-4.924, -7.209, 2.858], [2.088, -5.679, 2.543], [-2.572, 1.202, 2.826], [5.968, 3.298, 2.781], [0.840, -5.636, 3.278], [-1.294, -7.643, -0.238], [-0.108, -0.351, 2.789], [-0.252, -3.376, 7.922], [-2.571, -0.226, 2.860], [1.138, -0.965, 2.858], [-3.853, -1.977, 2.864], [-6.173, 1.904, 2.758], [-0.924, -3.080, 7.103], [0.752, -6.696, 0.781], [3.538, 3.009, 2.766], [-2.305, -5.382, 7.815], [5.464, 3.673, 3.682], [-0.107, 0.721, 2.602], [-3.707, 3.025, 2.767], [-1.334, -7.234, 0.770], [7.019, 3.581, 2.785], [-6.120, 3.350, 2.776], [-1.642, 1.770, 2.846], [-2.595, -7.123, 5.710], [3.559, 1.913, 2.770], [-3.431, -7.690, 1.008], [1.451, 1.772, 2.812], [-5.139, -6.641, 1.943], [-4.986, 1.248, 2.777], [2.374, -6.712, 2.295], [2.018, -5.097, 1.613], [-1.813, -2.627, 7.565], [2.363, -0.229, 2.810], [-3.744, 1.931, 2.784], [-4.814, -8.272, 2.603], [-5.605, 3.738, 1.887], [5.991, 1.851, 2.759], [5.465, 3.699, 1.890], [-1.350, -0.968, 2.911], [-0.421, -2.337, 6.472], [-2.134, -6.163, 5.764]], "forces_ev_per_angstrom": [[0.21, 0.23, -0.72], [0.05, 0.32, 0.02], [-0.43, 0.14, 0.07], [0.02, -0.55, -0.21], [-0.35, -0.94, -1.17], [0.07, 0.58, -0.02], [0.21, 0.15, 0.03], [0.24, -0.23, -0.01], [-0.47, -0.30, -0.39], [0.01, 0.10, 0.40], [-0.01, 0.15, 0.13], [-0.22, -0.16, -0.16], [-0.04, -0.07, -0.03], [0.31, 0.13, 0.00], [0.02, -0.03, -0.08], [0.16, 0.05, 0.00], [-0.04, 0.21, 0.29], [-0.31, 0.14, 0.00], [-0.06, 0.58, -0.03], [0.10, 0.89, 0.81], [0.04, 0.18, 0.10], [0.39, 0.08, 0.08], [0.25, 0.15, -0.42], [-0.23, 0.06, 0.07], [-0.21, 0.00, 0.26], [0.49, 0.12, 0.17], [-0.63, -0.01, 0.27], [-0.25, -0.19, -0.01], [0.05, -0.26, -0.02], [0.74, -0.14, -0.84], [0.02, 0.08, 0.21], [0.12, 0.10, -0.04], [-0.08, 0.06, -0.29], [-0.29, 0.40, 0.00], [-0.44, 0.17, -0.07], [-0.05, 0.33, 0.02], [1.13, -0.17, 0.03], [0.15, 0.58, 0.46], [-0.36, -0.01, 0.13], [-0.04, -0.61, 0.00], [-0.02, -0.06, 0.12], [0.21, -0.16, -0.16], [-0.01, -0.40, 0.15], [0.03, -0.62, 0.01], [-0.02, 0.03, 0.09], [-0.17, 0.07, 0.00], [-0.06, -0.26, -0.02], [-0.30, -0.25, 0.02], [-0.16, -0.25, 0.07], [0.17, -0.20, 0.01], [0.40, 0.10, 0.09], [0.31, -0.24, 0.02], [0.01, -0.07, 0.24], [-0.20, 0.14, 0.03], [-0.08, 0.26, 0.16], [0.00, -0.08, 0.23], [0.18, -0.07, -0.21], [0.38, 0.33, -0.07], [-0.14, -0.19, 0.02], [-0.05, 0.24, 0.15], [-0.22, -0.16, 0.16], [-1.12, -0.16, 0.00], [0.21, -0.16, 0.16], [0.23, 0.15, -0.28], [-0.16, -0.27, 0.18], [0.31, -0.01, -0.20]]}



No. 2
{"formula": "C3H42NO17", "method": "wB97M-V/def2-TZVPD", "charge": 1, "homo_ev": -12.84, "max_force_ha_per_bohr": 0.0800, "relative_energy_kj_mol": 325.5, "multiplicity": 1, "homo_lumo_gap_ev": 10.60, "e_tot_ev": -40085.1955, "symbols": ["H", "H", "H", "H", "H", "H", "O", "H", "O", "O", "H", "H", "H", "H", "H", "H", "O", "O", "H", "H", "H", "H", "H", "H", "O", "H", "H", "O", "O", "O", "H", "O", "H", "H", "H", "H", "O", "H", "H", "H", "O", "O", "H", "H", "C", "H", "H", "O", "H", "H", "H", "H", "O", "O", "H", "H", "C", "H", "H", "N", "C", "H", "O"], "coordinates": [[-0.619, -0.850, 2.303], [-3.772, 1.444, -1.014], [-0.224, -1.683, -5.041], [0.445, 2.209, 3.258], [0.273, 4.222, -2.270], [3.307, 0.328, -0.954], [1.108, -4.301, 1.678], [1.485, 1.946, -2.544], [-2.780, 0.928, 3.603], [0.707, 0.524, 0.038], [-2.631, 0.300, 4.319], [-1.596, 3.893, -0.776], [-0.321, -3.243, 1.622], [2.013, 2.666, 3.500], [-2.547, 2.608, -3.350], [-3.836, -1.795, 2.680], [0.524, -1.314, -4.580], [2.688, -2.356, -3.434], [3.510, -0.930, -1.791], [1.191, -0.225, -0.340], [0.297, -0.904, -3.732], [-1.729, 0.430, -2.263], [1.046, -3.573, -0.607], [-4.237, 0.101, 0.623], [2.912, -0.175, -1.727], [-4.658, 1.450, 1.277], [1.112, -1.344, 3.299], [-3.335, -1.157, 2.162], [1.353, 2.231, 2.968], [-3.197, 1.390, -1.800], [0.304, 1.284, -2.047], [2.623, -0.851, 1.074], [-0.473, -1.994, 0.784], [-2.734, -1.680, 1.610], [-3.426, 3.427, -2.220], [-0.911, -0.489, -1.414], [-3.955, 1.007, 0.790], [2.892, -1.711, 1.430], [-1.234, 2.269, -0.604], [1.448, -2.115, -0.670], [0.662, -2.688, -0.654], [-0.876, -0.082, -2.295], [-3.600, 0.800, 3.145], [1.781, -2.320, -3.126], [-0.164, 3.198, -2.277], [1.163, -5.260, 1.628], [3.511, 0.781, 0.990], [1.750, -1.981, 3.648], [-0.362, 3.078, -3.348], [1.965, -1.801, 4.567], [4.867, 1.064, 0.347], [1.240, 2.214, -0.898], [-0.860, -2.422, 1.570], [-0.221, 0.004, 2.608], [0.570, 0.520, 1.002], [-1.022, 0.552, 2.745], [-2.649, 2.612, -2.257], [1.514, -4.033, 2.517], [1.755, -0.789, 1.483], [0.798, 2.180, -1.812], [-1.427, 2.998, -1.413], [2.652, -1.873, -4.266], [3.934, 1.284, 0.256]], "forces_ev_per_angstrom": [[0.14, 0.27, 0.43], [0.52, 0.40, 0.03], [-0.56, 0.10, 0.33], [0.21, 0.47, 0.92], [-0.18, -0.73, 0.62], [-0.42, -0.19, -0.81], [0.17, -0.08, 0.13], [0.94, 1.07, 0.46], [1.48, 1.31, 0.73], [-0.82, 0.35, -0.19], [-0.65, -0.07, -0.32], [-0.19, -0.17, -0.81], [-0.19, 0.21, 0.09], [-0.60, 0.37, 0.70], [0.81, -0.73, 0.27], [0.11, -0.20, -0.10], [0.93, 0.38, -0.06], [0.72, -0.32, 0.30], [-0.30, -0.17, -0.64], [0.31, 0.37, 0.56], [-0.84, -0.24, -0.45], [0.34, -0.54, -0.20], [-0.19, 0.01, 0.12], [-0.07, -0.14, 0.50], [0.21, 0.46, 0.96], [-0.15, -0.15, -0.15], [-0.07, 0.28, 0.90], [-0.42, -0.58, -0.28], [0.59, -0.68, -1.65], [-0.02, -0.56, -0.99], [-0.43, -0.17, 1.79], [-0.05, -1.28, 0.49], [-0.14, -0.65, -0.03], [0.08, -0.26, 0.32], [0.54, -0.64, 0.53], [0.41, -0.06, -0.22], [-0.11, 0.75, -0.48], [0.45, 0.14, 0.04], [-0.13, -0.22, -0.80], [-0.04, -0.20, -0.14], [0.56, 0.51, -0.49], [-0.78, 0.55, 0.32], [-0.25, -0.73, -0.08], [-0.18, -0.10, -0.16], [0.04, 1.42, 0.54], [0.00, -0.03, 0.15], [0.19, 0.35, -0.59], [0.26, -0.78, -0.59], [0.01, -0.63, 0.27], [-0.28, 0.35, -0.11], [0.13, 0.20, -0.08], [-0.39, -0.18, 0.21], [0.07, 0.36, -0.27], [-0.57, -0.46, -0.41], [0.07, -0.43, -0.02], [0.03, -0.14, 0.20], [-1.98, 1.52, 0.86], [-0.04, 0.01, -0.03], [-0.02, 0.37, 0.22], [0.55, -1.12, -3.92], [0.33, 1.18, 0.26], [-0.12, -0.07, 0.02], [-0.03, -0.06, 0.82]]}



No. 3
{"formula": "C4H8AgF12N2O12S4", "method": "wB97M-V/def2-TZVPD", "charge": 1, "homo_ev": [-13.78, -13.50], "s_squared": 2.02, "max_force_ha_per_bohr": 0.1561, "multiplicity": 3, "homo_lumo_gap_ev": [9.52, 3.74], "e_tot_ev": -111760.6951, "symbols": ["O", "F", "C", "F", "O", "F", "O", "O", "H", "O", "H", "O", "O", "F", "H", "O", "F", "S", "C", "O", "H", "F", "O", "O", "H", "Ag", "F", "F", "H", "N", "H", "H", "F", "S", "C", "S", "O", "F", "S", "N", "F", "C", "F"], "coordinates": [[1.780, -0.969, -1.347], [1.800, 2.695, 3.963], [-2.819, 1.441, -1.383], [-3.397, 0.971, -0.253], [-1.706, 0.669, -3.759], [1.670, -0.718, 3.620], [0.397, 3.286, 0.505], [-1.204, -2.258, -4.071], [-0.880, -2.600, 1.056], [3.615, 1.615, 2.693], [-1.878, -0.463, 1.858], [3.968, 0.301, 0.717], [0.203, -3.056, -2.280], [0.546, 4.363, 3.429], [2.736, -0.944, -1.390], [0.572, 1.537, -1.861], [3.780, -1.352, 3.264], [-0.980, -2.274, -2.618], [0.824, 3.076, 3.140], [-1.410, 0.288, 1.492], [-1.795, 1.047, 1.930], [-3.262, -3.624, -2.767], [2.735, 3.508, 1.172], [-3.451, -0.786, -2.753], [1.062, 1.480, -2.682], [0.240, -0.014, -0.126], [-1.891, -4.482, -1.239], [2.290, -1.890, 1.853], [0.154, 2.398, -1.891], [1.629, 1.013, 1.190], [0.564, -2.831, 0.666], [1.528, -1.627, -1.995], [-3.008, -2.743, -0.844], [-2.197, -0.047, -2.579], [2.697, -0.962, 2.722], [3.021, 0.703, 1.747], [-0.127, -2.169, 0.652], [-3.643, 2.165, -2.112], [1.474, 2.799, 1.369], [-1.158, -0.731, -1.646], [-0.240, 2.329, 3.368], [-2.415, -3.389, -1.839], [-1.824, 2.247, -0.973]], "forces_ev_per_angstrom": [[1.01, -0.04, -0.18], [-0.46, 0.10, -0.21], [0.55, -1.17, -0.40], [-0.12, 0.24, -1.10], [-0.06, -1.30, 2.06], [1.84, -0.37, -1.21], [1.12, -1.98, 1.70], [-0.13, 1.31, 2.96], [-0.40, -0.15, 0.04], [-0.30, -0.40, -0.13], [-0.14, -0.33, 0.01], [-0.45, 0.37, -0.26], [-0.14, 1.81, 0.87], [0.31, -1.52, -1.41], [0.46, 0.27, 0.19], [0.40, 0.30, 0.13], [0.94, -0.02, 0.98], [0.32, -3.57, -1.51], [0.65, 0.55, 2.12], [0.29, -0.10, 0.17], [-0.11, 0.49, -0.07], [-0.30, -0.89, -0.73], [-1.80, -1.99, 0.86], [2.16, 0.12, 0.56], [0.20, -0.35, -0.32], [-1.18, 0.43, -0.94], [-0.05, 0.53, -1.43], [0.01, 0.41, 0.15], [-0.30, 0.36, 0.17], [-0.88, 2.96, 0.56], [0.32, -0.24, -0.17], [-0.50, -0.81, -0.34], [-0.13, 0.57, 0.26], [-4.66, 6.09, -2.38], [-2.49, 1.16, -0.53], [3.03, -3.61, 1.82], [-0.15, -0.32, 0.31], [-0.16, -0.37, 0.39], [-0.89, 4.58, -3.41], [1.34, -3.89, -0.59], [-0.05, 0.05, -0.52], [0.83, 0.83, 1.61], [0.12, -0.11, -0.02]]}